Arrangement a

A cluster of 5 separate species, CH11NO5 in total. Source: OMol25; level of theory: wB97M-V/def2-TZVPD.

Structure (XYZ):
```
18
Properties=species:S:1:pos:R:3
N -0.56352 0.90734 1.42430
C 0.71135 1.32753 1.38299
O 1.17163 2.00283 0.47202
H -0.74839 0.12718 2.08640
H -1.18850 1.35519 0.70114
H 1.31809 1.00102 2.32833
O -1.09827 -2.24151 2.90749
H -0.91623 -2.63523 3.73474
H -1.91367 -2.51116 2.62025
O -2.48550 -0.36598 -1.73440
H -2.63939 0.53439 -1.91945
H -1.65598 -0.50432 -2.29189
O 2.87365 -0.40038 -1.63563
H 2.59355 -1.04393 -0.94646
H 3.06896 0.37050 -1.06448
O 0.07631 0.53371 -2.75915
H 0.49670 1.42640 -2.98932
H 0.89922 0.11642 -2.31689
```

Gap between HOMO and LUMO in eV: 10.55
SMILES: NC=O.O.O.O.O
Multiplicity: 1
HOMO energy in eV: -10.1

natural (NBO) charges, unit e, in atom order: N -0.835; C 0.523; O -0.643; H 0.428; H 0.425; H 0.098; O -0.943; H 0.474; H 0.472; O -0.957; H 0.459; H 0.495; O -0.947; H 0.473; H 0.484; O -0.988; H 0.481; H 0.501



Arrangement b

A cluster of 5 separate species, CH11NO5 in total. Source: OMol25; level of theory: wB97M-V/def2-TZVPD.

Structure (XYZ):
```
18
Properties=species:S:1:pos:R:3
N -1.87966 -1.05378 -0.07107
C -2.12941 -0.47173 1.15629
O -2.13398 -1.18915 2.13743
H -1.44237 -0.41383 -0.72764
H -1.47480 -1.97325 -0.09371
H -2.58929 0.52049 1.07951
O 0.40499 1.29063 1.56057
H 0.33357 0.84170 2.41399
H 1.34191 1.51949 1.60485
O -0.36479 1.50976 -1.32199
H 0.55279 1.34595 -1.55380
H -0.34011 2.13812 -0.59153
O 0.57850 -1.11328 -2.15614
H 0.07399 -0.74576 -2.89103
H 1.31079 -1.59795 -2.54422
O 2.51401 0.15578 0.79760
H 3.33530 -0.16950 0.41455
H 1.90854 -0.59370 0.78632
```

Gap between HOMO and LUMO in eV: 9.65
SMILES: NC=O.O.O.O.O
Multiplicity: 1
HOMO energy in eV: -9.5

natural (NBO) charges, unit e, in atom order: N -0.833; C 0.526; O -0.618; H 0.407; H 0.386; H 0.124; O -0.960; H 0.472; H 0.487; O -0.963; H 0.480; H 0.488; O -0.951; H 0.480; H 0.473; O -0.960; H 0.473; H 0.489



Arrangement c

A cluster of 5 separate species, CH11NO5 in total. Source: OMol25; level of theory: wB97M-V/def2-TZVPD.

Structure (XYZ):
```
18
Properties=species:S:1:pos:R:3
N 0.54600 0.97884 2.71450
C -0.20637 -0.06712 2.28543
O -1.38982 0.01129 2.04483
H 1.54066 1.01600 2.56421
H 0.12110 1.89814 2.57881
H 0.35901 -0.97531 2.03840
O 2.29267 1.11908 -0.48887
H 1.98511 0.25218 -0.30123
H 1.73941 1.44872 -1.20596
O 0.33819 1.71588 -2.36438
H -0.37673 1.72721 -1.71050
H -0.07405 1.63015 -3.21380
O -0.94253 -4.97726 -1.39784
H -0.04353 -4.96707 -1.02884
H -0.84345 -5.45092 -2.24218
O -1.48358 1.54031 -0.43357
H -1.55310 0.82474 0.22261
H -2.00899 2.27512 -0.06162
```

Gap between HOMO and LUMO in eV: 11.20
SMILES: NC=O.O.O.O.O
Multiplicity: 1
HOMO energy in eV: -10.6

natural (NBO) charges, unit e, in atom order: N -0.808; C 0.540; O -0.640; H 0.405; H 0.397; H 0.115; O -0.971; H 0.454; H 0.502; O -0.994; H 0.504; H 0.477; O -0.936; H 0.467; H 0.469; O -0.978; H 0.510; H 0.485



Result of the stability comparison: arrangement a is the least stable of them.



Arrangement a

A cluster of 6 separate species, H11O6 in total. Source: OMol25; level of theory: wB97M-V/def2-TZVPD.

Structure (XYZ):
```
17
Properties=species:S:1:pos:R:3
O 0.46116 0.00024 -1.13660
H 0.11206 -0.31420 -1.97916
O 0.02279 -1.88891 0.62126
H 0.63935 -2.61862 0.69700
H 0.36192 -1.25955 -0.08048
O 3.00093 -0.05795 -1.86965
H 2.89453 -0.95080 -2.21481
H 2.04971 0.16432 -1.60622
O 1.14237 2.63892 2.40148
H 1.23871 2.73303 1.44275
H 0.87396 1.70794 2.41499
O -1.65084 0.92188 0.20914
H -1.10874 0.54998 -0.53683
H -1.66487 1.84389 -0.08531
O -3.09394 -1.47282 -0.02677
H -3.08296 -0.51383 0.13912
H -2.14935 -1.66740 0.11341
```

Gap between HOMO and LUMO in eV: 9.22
Multiplicity: 1
Total charge: -1
HOMO energy in eV: -5.4

natural (NBO) charges, unit e, in atom order: O -1.253; H 0.425; O -1.028; H 0.448; H 0.519; O -1.019; H 0.442; H 0.516; O -0.953; H 0.472; H 0.481; O -1.004; H 0.515; H 0.451; O -0.996; H 0.488; H 0.495



Arrangement b

A cluster of 6 separate species, H11O6 in total. Source: OMol25; level of theory: wB97M-V/def2-TZVPD.

Structure (XYZ):
```
17
Properties=species:S:1:pos:R:3
O -0.57921 -1.38790 0.18040
H -1.51622 -1.54658 0.04076
O 0.74346 -1.76459 -2.02637
H 1.18110 -2.47597 -1.55249
H 0.08706 -1.48809 -1.30164
O 0.78494 -1.04739 2.28130
H 1.65498 -1.44444 2.39463
H 0.33820 -1.31968 1.40880
O -1.15949 1.87789 -0.36109
H -1.38098 2.36034 0.44593
H -1.06439 0.98542 0.04092
O 0.17827 1.76081 2.83858
H 0.81913 2.01989 2.16532
H -0.11036 0.88441 2.54992
O 0.19065 1.02698 -3.35583
H -0.24108 1.46880 -2.60836
H 0.07394 0.09011 -3.14077
```

Gap between HOMO and LUMO in eV: 9.04
Multiplicity: 1
Total charge: -1
HOMO energy in eV: -5.2

natural (NBO) charges, unit e, in atom order: O -1.277; H 0.435; O -1.039; H 0.455; H 0.513; O -1.048; H 0.450; H 0.526; O -0.978; H 0.464; H 0.505; O -0.975; H 0.466; H 0.504; O -0.974; H 0.480; H 0.492



Result of the stability comparison: arrangement b is the least stable of them.